No. 1
The following is a DFT calculation (ωB97M-V/def2-TZVPD) of a cluster of 3 separate species, CH7O3 in total.

Cartesian coordinates (Å):
C  0.69512  -0.12822  1.68687
O  0.20517  -0.04014  0.42187
H  0.00565  -0.60222  2.42384
H  0.86611  0.87848  2.13261
H  1.61433  -0.72353  1.76022
H  -1.18390  -0.46251  -0.24248
H  -1.90447  -0.01464  -1.53257
O  -1.95253  -0.70284  -0.86237
H  0.61813  0.58759  -1.14446
H  0.47195  0.21037  -2.59672
O  0.56443  0.99766  -2.04682

## Properties
LUMO energy = 4.45 eV
E_HOMO = -3.44 eV
E_tot = -7293.581 eV
Total charge = -1
Relative energy (zero: lowest compared OMol25 entry of this formula, charge and spin) = 3.3 kcal/mol


No. 2
The following is a DFT calculation (ωB97M-V/def2-TZVPD) of a cluster of 2 separate species, C34H43N4O2 in total at a distorted geometry.

Cartesian coordinates (Å):
C  -4.48029  -3.80860  0.34083
C  -3.83236  -5.11895  0.77941
C  -2.29846  -5.10061  0.73202
C  -1.64834  -3.74907  0.90971
N  -0.26997  -3.76588  0.91270
C  0.40649  -5.03936  0.70411
C  1.90867  -4.95073  0.94193
O  2.47878  -3.79427  0.32516
C  1.92066  -2.59462  0.85985
C  0.41413  -2.50781  0.63874
C  -2.37674  -2.59221  1.08086
C  -3.86016  -2.59500  1.05456
H  -4.35103  -3.67915  -0.74237
H  -5.55645  -3.84814  0.55019
H  -4.15093  -5.36359  1.80143
H  -4.19330  -5.93276  0.13958
H  -1.95607  -5.80839  1.50429
H  -1.99314  -5.52979  -0.24036
H  0.01672  -5.79002  1.40264
H  0.24611  -5.41529  -0.32584
H  2.09759  -4.96292  2.03292
H  2.41382  -5.79335  0.44983
H  2.12099  -2.51207  1.94963
H  2.43215  -1.78083  0.31470
H  0.22882  -2.16816  -0.40240
H  0.03541  -1.73071  1.31235
H  -1.86985  -1.66087  1.27561
H  -4.22143  -1.67698  0.57768
H  -4.25316  -2.55159  2.08468
C  0.92331  2.22324  -4.15920
N  1.02838  1.91346  -2.75231
C  2.23670  1.88251  -2.11750
O  3.32780  2.08096  -2.65148
C  1.97256  1.53839  -0.65197
C  2.57505  2.59275  0.30368
C  4.05938  2.64226  0.22256
C  4.95995  1.62220  0.49763
N  6.23330  2.04678  0.17065
C  6.18741  3.35859  -0.28907
C  7.19138  4.17824  -0.79461
C  6.82360  5.45105  -1.25778
C  5.48055  5.86751  -1.23126
C  4.46945  5.03067  -0.74146
C  4.82381  3.77205  -0.25809
N  0.51430  1.43109  -0.60620
C  -0.13777  1.01714  0.50535
C  -1.51551  0.84524  0.57836
C  -2.21144  0.16790  1.59812
C  -3.62906  0.43499  1.82989
C  -4.19882  0.23520  3.11220
C  -5.57556  0.32011  3.30542
C  -6.42127  0.64905  2.23596
C  -5.86938  0.94134  0.98450
C  -4.48870  0.86588  0.78406
C  -0.13828  1.70777  -1.90373
C  -0.97543  2.99991  -1.85599
C  -0.96401  0.53082  -2.44266
H  1.92789  2.35177  -4.57045
H  0.41438  1.41016  -4.69134
H  0.34793  3.14571  -4.31373
H  2.42724  0.54911  -0.44230
H  2.16982  3.58369  0.03708
H  2.24433  2.35337  1.32899
H  4.75347  0.62755  0.88046
H  7.07553  1.48333  0.25629
H  8.21832  3.81513  -0.81362
H  7.58512  6.12768  -1.64552
H  5.22143  6.85919  -1.60305
H  3.41642  5.31783  -0.72525
H  0.49023  0.88258  1.39547
H  -2.11648  1.31609  -0.20183
H  -1.64360  -0.20202  2.46325
H  -3.52840  0.02187  3.95087
H  -5.99280  0.12348  4.29532
H  -7.50368  0.66364  2.37320
H  -6.51172  1.22542  0.14786
H  -4.07533  1.12639  -0.19483
H  -0.31551  3.85623  -1.65319
H  -1.46783  3.14478  -2.82682
H  -1.73810  2.95596  -1.07423
H  -0.31093  -0.34287  -2.58055
H  -1.77581  0.25928  -1.76443
H  -1.40227  0.81934  -3.40719

## Properties
LUMO energy = -4.79 eV
E_HOMO = -9.75 eV
E_tot = -46003.900 eV
Total charge = +1
Relative energy (zero: lowest compared OMol25 entry of this formula, charge and spin) = 0.0 kcal/mol


No. 3
The following is a DFT calculation (ωB97M-V/def2-TZVPD) of an isolated molecule of C16H24O2 at a distorted geometry.

Cartesian coordinates (Å):
O  1.40532  0.39263  -4.25284
O  -1.68692  -0.50156  4.03721
C  0.85262  0.47392  -3.15207
C  1.53072  -0.06167  -1.94743
C  0.82894  -0.14106  -0.76463
C  4.03637  0.53144  -1.74223
C  2.97249  -0.53215  -2.06010
C  -0.58084  1.03391  -3.10241
C  1.51575  -0.66835  0.52208
C  -3.09209  -0.35423  2.08240
C  -1.36003  0.31405  -2.03412
C  -2.81671  0.22578  0.73659
C  -0.29491  1.11167  2.21970
C  0.58778  -1.16241  1.59977
C  -1.76652  -0.89864  2.68854
C  -0.60372  0.37147  -0.70431
C  -1.42117  -0.33897  0.35970
C  -0.69751  -0.30511  1.72919
H  -0.78592  -0.69744  4.39418
H  3.85749  0.92830  -0.74074
H  5.04000  0.07075  -1.77121
H  4.02371  1.42069  -2.43942
H  3.14012  -1.39825  -1.42940
H  3.13272  -0.92318  -3.05656
H  -1.09634  0.84933  -4.05294
H  -0.57417  2.06528  -2.84906
H  2.17467  -1.46338  0.32917
H  2.07987  0.17105  0.90620
H  -3.80933  -1.17848  2.01933
H  -3.51492  0.35464  2.76652
H  -1.46275  -0.73127  -2.33711
H  -2.36789  0.72412  -1.91282
H  -2.75137  1.28491  0.82222
H  -3.56792  -0.04878  -0.01532
H  0.45902  1.51503  1.54816
H  0.12024  1.03249  3.20968
H  -1.11449  1.79799  2.27780
H  1.11343  -1.20594  2.54348
H  0.24059  -2.14119  1.37382
H  -1.74198  -1.97499  2.64590
H  -0.48331  1.44392  -0.47939
H  -1.52102  -1.38634  0.03248

## Properties
LUMO energy = 0.47 eV
E_HOMO = -9.17 eV
E_tot = -21076.403 eV
SMILES = CCC1=C2CC[C@]3(C)[C@@H](O)CC[C@H]3[C@@H]2CCC1=O
Total charge = 0
Relative energy (zero: lowest compared OMol25 entry of this formula, charge and spin) = 0.0 kcal/mol


No. 4
The following is a DFT calculation (ωB97M-V/def2-TZVPD) of a cluster of 13 separate species, C34H82NO17S12 in total at a distorted geometry.

Cartesian coordinates (Å):
C  -0.93196  -0.04746  3.48767
C  -1.99821  -0.53927  2.33683
O  -3.19399  0.10091  2.31979
O  -1.77806  -1.62452  1.36860
C  -1.23507  -1.12547  0.08919
O  -2.12606  -0.78807  -0.85770
C  0.39451  -1.08505  -0.07773
C  1.04476  0.41090  -0.23643
C  0.19598  1.83986  -0.06432
C  1.02698  3.27183  -0.20902
C  0.37413  4.76572  -0.02470
O  -0.92649  4.96535  0.26878
O  1.20945  5.98787  -0.12813
C  2.65955  3.21289  -0.52750
C  3.36444  1.72941  -0.67773
N  2.55872  0.45797  -0.53239
H  -1.03305  1.12123  3.69950
H  0.16349  -0.29722  3.14919
H  -1.11882  -0.56874  4.54568
H  0.87119  -1.55496  0.90727
H  0.77928  -1.78798  -0.96060
H  -0.97114  1.83299  0.17543
H  2.08580  5.84300  0.37441
H  3.29616  4.19026  -0.61882
H  4.52008  1.63237  -0.87369
H  3.07448  -0.46297  -0.64043
C  8.01825  0.53012  -0.56454
S  7.36862  0.82482  1.09789
O  6.15093  1.69056  0.95951
C  8.72901  1.88377  1.64648
H  7.30268  -0.08871  -1.11176
H  8.15040  1.47966  -1.08919
H  8.97273  0.00254  -0.49638
H  8.81761  2.75099  0.98762
H  9.66046  1.31356  1.64443
H  8.51585  2.22294  2.66324
C  -6.83346  2.34009  -0.41037
S  -5.56599  1.53992  -1.42320
O  -6.23756  1.02410  -2.66189
C  -5.30509  0.13057  -0.31927
H  -7.17683  3.23804  -0.93020
H  -7.67819  1.66263  -0.26264
H  -6.40597  2.62354  0.55448
H  -6.24259  -0.41256  -0.17745
H  -4.92637  0.48394  0.64221
H  -4.56762  -0.53477  -0.77505
C  -0.54939  -0.29925  -6.04963
S  -0.78562  -0.17638  -4.26031
O  0.28583  -0.99839  -3.60630
C  -2.31731  -1.13763  -4.20633
H  0.38299  0.20706  -6.31185
H  -0.48729  -1.34864  -6.34841
H  -1.38129  0.18898  -6.56308
H  -2.14753  -2.13596  -4.61683
H  -3.09268  -0.62312  -4.77801
H  -2.63520  -1.22482  -3.16439
C  -5.08421  7.23081  2.75678
S  -3.28451  7.29571  2.58516
O  -2.87349  8.73539  2.68434
C  -3.24581  6.83866  0.83513
H  -5.34585  7.52090  3.77747
H  -5.55314  7.92285  2.05283
H  -5.43314  6.21210  2.57102
H  -3.82618  7.55469  0.24820
H  -3.65292  5.83296  0.71040
H  -2.20689  6.85192  0.49639
C  2.94063  0.36928  6.52917
S  1.76687  -1.00665  6.48830
O  0.80620  -0.74693  5.36532
C  0.92550  -0.58212  8.03260
H  3.55584  0.32712  5.62685
H  2.40275  1.32024  6.55586
H  3.58321  0.27629  7.40808
H  0.50998  0.42642  7.96763
H  1.63165  -0.64481  8.86336
H  0.11480  -1.29708  8.19344
C  -12.78093  1.39328  -0.09262
S  -10.98123  1.45818  -0.26423
O  -10.57021  2.89786  -0.16505
C  -10.94254  1.00113  -2.01426
H  -13.04258  1.68337  0.92808
H  -13.24986  2.08532  -0.79656
H  -13.12986  0.37457  -0.27838
H  -11.52291  1.71716  -2.60120
H  -11.34965  -0.00457  -2.13900
H  -9.90361  1.01439  -2.35301
C  8.28857  5.43311  5.19949
S  8.08547  3.74663  5.82164
O  8.61225  2.81221  4.77245
C  6.27970  3.72255  5.71386
H  9.35706  5.65630  5.14515
H  7.84992  5.52023  4.20232
H  7.80795  6.13621  5.88410
H  5.96339  3.91332  4.68548
H  5.86304  4.47956  6.38174
H  5.92722  2.73537  6.02291
C  -10.06419  -2.81179  2.16952
S  -11.51248  -2.94667  1.09396
O  -11.74825  -1.59649  0.48332
C  -12.71747  -3.15845  2.42668
H  -9.18426  -2.63561  1.54573
H  -10.18876  -1.97642  2.86307
H  -9.93197  -3.74400  2.72408
H  -12.68085  -2.30194  3.10422
H  -12.50114  -4.07914  2.97284
H  -13.71458  -3.22695  1.98469
C  11.39219  0.07085  -3.02777
S  12.38712  1.27929  -2.12095
O  11.58484  1.72417  -0.93358
C  12.28085  2.58483  -3.36886
H  11.29180  -0.82701  -2.41279
H  10.40026  0.48077  -3.23364
H  11.89354  -0.18762  -3.96366
H  11.23503  2.84199  -3.55361
H  12.75369  2.24676  -4.29345
H  12.80870  3.46559  -2.99479
C  0.72201  -5.58392  -7.62398
S  2.20778  -4.68591  -7.11545
O  3.23300  -5.70340  -6.70915
C  1.49989  -3.99302  -5.60159
H  0.94507  -6.13065  -8.54364
H  0.42675  -6.29161  -6.84530
H  -0.08740  -4.87476  -7.81367
H  1.15774  -4.79741  -4.94592
H  0.66621  -3.33473  -5.85530
H  2.27354  -3.41476  -5.09034
C  5.19159  -3.79827  4.36768
S  6.18652  -2.58982  5.27451
O  5.38424  -2.14494  6.46188
C  6.08025  -1.28428  4.02660
H  5.09120  -4.69612  4.98266
H  4.19966  -3.38834  4.16182
H  5.69294  -4.05673  3.43180
H  5.03443  -1.02712  3.84184
H  6.55309  -1.62235  3.10201
H  6.60810  -0.40352  4.40067
C  -3.78046  -8.79207  -6.06853
S  -1.98077  -8.72717  -6.24014
O  -1.56974  -7.28750  -6.14096
C  -1.94207  -9.18422  -7.99017
H  -4.04211  -8.50199  -5.04783
H  -4.24939  -8.10003  -6.77247
H  -4.12939  -9.81078  -6.25428
H  -2.52244  -8.46820  -8.57710
H  -2.34918  -10.18993  -8.11490
H  -0.90314  -9.17097  -8.32891

## Properties
LUMO energy = -5.39 eV
E_HOMO = -9.39 eV
E_tot = -202880.607 eV
Total charge = +1


No. 5
The following is a DFT calculation (ωB97M-V/def2-TZVPD) of a cluster of 4 separate species, C2H11O4 in total at a distorted geometry.

Cartesian coordinates (Å):
C  -0.02148  -0.07372  1.13150
O  0.02430  0.30824  -0.19338
C  1.30469  -0.02354  2.03490
H  -0.49410  -1.13378  1.27811
H  -0.66845  0.60397  1.64122
H  1.20436  -0.65048  2.84092
H  1.29925  1.01798  2.44730
H  2.14414  -0.37511  1.39851
H  1.60881  -0.09687  -2.29298
H  1.25589  0.65445  -1.07017
O  2.11365  0.41197  -1.63390
H  -2.50657  0.54597  -0.26472
H  -1.41342  1.32858  0.06172
O  -2.40418  1.38702  0.14449
H  -0.50881  -2.39277  -0.52289
H  -0.48638  -0.94821  -0.88150
O  -0.87551  -1.85350  -1.27145

## Properties
LUMO energy = 4.13 eV
E_HOMO = -4.75 eV
E_tot = -10442.970 eV
Total charge = -1
Relative energy (zero: lowest compared OMol25 entry of this formula, charge and spin) = 21.2 kcal/mol


No. 6
The following is a DFT calculation (ωB97M-V/def2-TZVPD) of a structure of composition C26H34IrN6O2S2 at a distorted geometry.

Cartesian coordinates (Å):
Ir  0.41727  -0.06902  1.38260
C  4.46787  0.67368  -0.62640
C  3.26367  0.94318  0.21940
N  2.52347  -0.07952  0.59880
N  2.94087  -1.30702  0.32630
C  2.44597  -2.32692  0.95770
S  1.36697  -2.26612  2.30800
S  2.94187  -3.92992  0.49000
C  3.71377  -3.64232  -1.15210
C  2.65917  -3.80402  -2.20300
C  2.52357  -5.02122  -2.86510
C  1.57857  -5.17042  -3.86210
C  0.74447  -4.11332  -4.19140
C  0.86457  -2.90122  -3.52550
C  1.80757  -2.74932  -2.52640
C  3.00927  2.26228  0.70760
C  3.71757  3.35808  0.18100
C  3.65087  4.61458  0.72770
C  2.86317  4.84628  1.86910
C  2.11547  3.83608  2.39450
C  2.13967  2.51188  1.85120
O  1.43757  1.62498  2.42660
H  4.37607  -0.29642  -1.10460
H  5.36197  0.66428  -0.00320
H  4.59457  1.43448  -1.38890
H  4.49337  -4.39612  -1.25000
H  4.14457  -2.64512  -1.12890
H  3.17587  -5.84232  -2.61390
H  1.49807  -6.10912  -4.38830
H  -0.00183  -4.23492  -4.96290
H  0.22817  -2.07182  -3.79930
H  1.90007  -1.80432  -2.00990
H  4.33157  3.22278  -0.69370
H  4.19887  5.42838  0.27710
H  2.85207  5.83128  2.30780
H  1.48047  3.99468  3.25390
C  -3.57313  3.30018  2.85740
C  -2.12483  3.17998  3.30430
N  -1.39763  2.37148  2.35120
C  -1.76653  2.12828  1.08490
N  -0.97053  1.33248  0.36910
C  -1.31613  1.12658  -1.01970
C  -2.82943  1.03718  -1.19000
C  -3.43513  2.34088  -0.69390
N  -2.88283  2.69468  0.59900
C  -3.58763  3.69308  1.38400
H  -4.08673  4.05028  3.45300
H  -4.08733  2.34648  2.98040
H  -2.05053  2.71078  4.28990
H  -1.66483  4.17398  3.37170
H  -0.49123  2.01308  2.63710
H  -0.81953  0.21788  -1.36770
H  -0.91873  1.96428  -1.60990
H  -3.19983  0.20358  -0.59240
H  -3.09583  0.86488  -2.23160
H  -4.51903  2.24428  -0.58380
H  -3.24443  3.14758  -1.41130
H  -4.61063  3.76988  1.01500
H  -3.10763  4.66848  1.25100
C  -3.45383  -3.59732  -1.01990
N  -2.85623  -2.92972  0.11230
C  -3.53253  -3.01092  1.39270
C  -1.74223  -2.23812  0.02730
O  -1.26803  -1.59402  0.97330
H  -3.48963  -4.67502  -0.84860
H  -2.87433  -3.40382  -1.92110
H  -4.47403  -3.23622  -1.16680
H  -4.41933  -3.62772  1.29860
H  -3.81643  -2.01642  1.73910
H  -2.86753  -3.44992  2.13740
H  -1.25263  -2.26722  -0.95550

## Properties
LUMO energy (spin up / spin down) = -6.03 / -9.13 eV
Spin multiplicity = 6
E_HOMO (spin up / spin down) = -13.37 / -13.38 eV
E_tot = -65041.251 eV
Total charge = +2


No. 7
The following is a DFT calculation (ωB97M-V/def2-TZVPD) of a cluster of 2 separate species, C3H5NO2 in total at a distorted geometry.

Cartesian coordinates (Å):
C  -0.62536  -0.78683  -1.12180
N  -1.99600  1.60859  1.70814
C  -0.84180  1.61216  1.69074
O  0.21490  0.13458  -0.43284
C  1.40194  -0.28392  0.00642
O  2.04472  0.35847  0.79386
H  -1.31955  -0.18491  -1.70765
H  -1.18512  -1.38788  -0.39950
H  -0.04227  -1.43516  -1.78542
H  0.23251  1.57784  1.63836
H  1.73725  -1.24476  -0.42594

## Properties
LUMO energy = 0.77 eV
E_HOMO = -11.31 eV
E_tot = -8775.974 eV
SMILES = COC=O.C#N
Total charge = 0
Relative energy (zero: lowest compared OMol25 entry of this formula, charge and spin) = 39.7 kcal/mol


No. 8
The following is a DFT calculation (ωB97M-V/def2-TZVPD) of an isolated molecule of CH5N3S2 at a distorted geometry.

Cartesian coordinates (Å):
C  0.13383  -0.24481  1.27867
N  -0.50195  -1.89348  -0.58885
N  1.04058  -0.21263  0.15187
N  0.78115  -1.39526  -0.59423
S  -2.10056  1.04366  -0.55108
S  -1.47581  -1.11072  0.36041
H  0.55098  -1.14535  1.89300
H  -0.15987  0.67227  1.80736
H  1.15446  0.60512  -0.44765
H  1.16360  -1.30246  -1.56666
H  -2.63225  0.54443  -1.62028

## Properties
LUMO energy (spin up / spin down) = 0.79 / -1.63 eV
Spin multiplicity = 3
E_HOMO (spin up / spin down) = -6.02 / -8.88 eV
E_tot = -27253.079 eV
Total charge = 0
Relative energy (zero: lowest compared OMol25 entry of this formula, charge and spin) = 18.2 kcal/mol